# 1
{"formula": "H22O11", "method": "ωB97M-V with the def2-TZVPD basis set", "symbols": ["O", "H", "H", "O", "H", "H", "O", "H", "H", "O", "H", "H", "O", "H", "H", "O", "H", "H", "O", "H", "H", "O", "H", "H", "O", "H", "H", "O", "H", "H", "O", "H", "H"], "xyz": [[21.00218, 21.06955, -13.02345], [21.82886, 21.53583, -13.14761], [21.26101, 20.16523, -12.84612], [20.41631, 14.80780, -5.60911], [19.95476, 14.15626, -5.08120], [21.08553, 15.16119, -5.02302], [23.87252, 22.24981, -5.00142], [24.46350, 21.90470, -4.33219], [23.30054, 21.51382, -5.21911], [16.85011, 15.98419, -7.93022], [17.58934, 15.83860, -7.33982], [17.14263, 15.63438, -8.77182], [26.18766, 17.89995, -6.70992], [26.67422, 18.71135, -6.56460], [25.27963, 18.18139, -6.82180], [21.50248, 19.21135, -3.08243], [20.83219, 19.37814, -2.41976], [22.22909, 18.82181, -2.59609], [18.33858, 15.41099, -11.91631], [18.00345, 15.87077, -12.68607], [19.29051, 15.45246, -12.00756], [22.26329, 17.05885, -12.88066], [23.12913, 16.83726, -12.53794], [22.20721, 16.58924, -13.71286], [22.20554, 18.47620, -8.17511], [21.45329, 18.34978, -7.59687], [21.86336, 18.31096, -9.05365], [22.10865, 13.82523, -9.65058], [21.91758, 13.64028, -8.73107], [22.88479, 14.38493, -9.62655], [25.56602, 15.98218, -10.93422], [25.73720, 16.60625, -10.22891], [26.43184, 15.77206, -11.28413]], "forces_ev_per_angstrom": [[-0.21, 0.12, -0.01], [0.18, 0.15, -0.03], [0.05, -0.33, 0.04], [-0.05, 0.05, -0.28], [-0.16, -0.19, 0.11], [0.19, 0.15, 0.13], [0.09, 0.21, -0.11], [0.13, -0.04, 0.19], [-0.24, -0.18, -0.06], [-0.23, 0.11, 0.12], [0.21, -0.03, 0.17], [0.07, -0.08, -0.33], [0.12, -0.24, -0.02], [0.16, 0.20, 0.03], [-0.35, 0.05, -0.08], [0.05, 0.01, -0.27], [-0.22, 0.09, 0.13], [0.20, -0.10, 0.11], [-0.18, -0.10, 0.18], [-0.13, 0.13, -0.16], [0.34, -0.01, 0.06], [-0.26, 0.23, 0.08], [0.33, -0.11, 0.20], [-0.03, -0.10, -0.22], [0.34, 0.05, 0.12], [-0.21, -0.04, 0.18], [-0.08, -0.04, -0.27], [-0.13, -0.08, -0.22], [-0.12, -0.04, 0.26], [0.26, 0.16, -0.06], [-0.33, -0.05, -0.14], [0.03, 0.19, 0.27], [0.20, -0.11, -0.11]], "smiles": "O.O.O.O.O.O.O.O.O.O.O", "max_force_ev_per_a": 0.40, "homo_energy_ev": -11.110, "gap_ev": 11.109, "e_above_lowest_kcal_mol": 54.87}

---

# 2
{"formula": "C31H32CdN7O4Se", "method": "ωB97M-V with the def2-TZVPD basis set", "symbols": ["Cd", "C", "C", "C", "C", "C", "C", "C", "N", "N", "C", "C", "C", "C", "C", "C", "N", "C", "C", "C", "C", "C", "C", "N", "H", "H", "H", "H", "H", "H", "H", "H", "H", "H", "H", "H", "H", "H", "H", "H", "H", "H", "H", "H", "O", "C", "C", "C", "C", "C", "C", "C", "O", "N", "O", "O", "H", "H", "H", "H", "C", "N", "C", "C", "N", "C", "C", "Se", "H", "H", "H", "H", "H", "H", "H", "H"], "xyz": [[0.48523, -0.44014, 0.66342], [-2.01732, -1.53177, 2.41807], [-2.27918, -2.66166, 1.43044], [-2.11892, -2.40885, -0.05167], [-2.92185, -3.12324, -0.93722], [-2.75821, -2.95708, -2.29691], [-1.79437, -2.06823, -2.75252], [-1.05204, -1.38290, -1.81872], [-1.20476, -1.54906, -0.49670], [-0.61155, -1.15400, 2.65613], [0.21104, -2.23608, 3.20222], [1.70361, -1.96227, 3.10420], [2.60418, -2.81922, 3.72146], [3.95760, -2.58987, 3.56047], [4.37775, -1.50568, 2.80016], [3.41609, -0.69509, 2.23347], [2.10599, -0.91620, 2.38670], [-0.57124, 0.00624, 3.56385], [-0.72429, 1.35247, 2.88906], [-1.43062, 2.37646, 3.49515], [-1.41034, 3.63836, 2.92038], [-0.69222, 3.83790, 1.75484], [-0.04788, 2.75319, 1.19000], [-0.05816, 1.54407, 1.74718], [-2.53018, -0.62788, 2.07566], [-2.47148, -1.81590, 3.37703], [-1.70160, -3.55258, 1.69185], [-3.32044, -2.94961, 1.58758], [-3.66628, -3.80476, -0.54775], [-3.37243, -3.51182, -2.99373], [-1.62526, -1.90515, -3.80722], [-0.29332, -0.67052, -2.12177], [-0.04874, -2.43350, 4.25098], [0.01309, -3.15113, 2.64428], [2.24492, -3.65560, 4.30725], [4.68133, -3.25003, 4.01985], [5.42638, -1.29264, 2.65063], [3.68453, 0.16239, 1.62746], [-1.33235, -0.09786, 4.34520], [0.40060, 0.01149, 4.05898], [-1.97670, 2.18814, 4.40991], [-1.94989, 4.45544, 3.38066], [-0.64464, 4.80557, 1.27659], [0.50300, 2.84188, 0.26178], [1.52061, -2.50485, 0.01853], [2.42877, -2.63185, -0.79873], [3.07194, -1.60877, -1.59316], [4.10916, -2.07931, -2.41584], [4.81586, -1.22154, -3.20716], [4.52797, 0.14924, -3.21804], [3.52295, 0.63276, -2.43008], [2.74142, -0.21264, -1.58952], [1.79858, 0.32205, -0.89939], [5.89338, -1.74310, -4.05264], [6.10195, -2.94059, -4.02931], [6.51591, -0.94222, -4.72170], [2.82916, -3.64551, -0.96602], [4.35607, -3.13327, -2.42805], [5.11033, 0.80266, -3.85231], [3.28378, 1.68782, -2.42079], [-1.12129, 2.44698, -3.12972], [-2.32973, 3.15484, -2.74767], [-2.86767, 4.24309, -3.41090], [-4.00617, 4.57099, -2.77153], [-4.15445, 3.67842, -1.72578], [-5.24347, 3.66600, -0.76439], [-3.12166, 2.80744, -1.70717], [-2.85369, 1.42851, -0.51706], [-0.58313, 3.05287, -3.85425], [-1.37237, 1.48347, -3.57250], [-0.50047, 2.27236, -2.25325], [-2.39736, 4.67603, -4.27483], [-4.72239, 5.34802, -2.96677], [-5.95757, 4.43435, -1.04820], [-4.86110, 3.86226, 0.23563], [-5.72439, 2.69018, -0.76607]], "forces_ev_per_angstrom": [[0.08, 0.05, -0.14], [0.00, 0.08, -0.06], [-0.04, -0.04, -0.03], [-0.01, 0.05, 0.09], [-0.03, 0.01, 0.02], [0.02, 0.00, -0.03], [-0.04, -0.01, -0.01], [0.00, 0.01, 0.05], [0.13, 0.03, -0.06], [0.13, 0.07, 0.09], [-0.02, 0.01, 0.01], [-0.05, 0.05, 0.04], [-0.01, 0.01, 0.04], [0.05, 0.00, 0.00], [0.00, 0.00, 0.03], [-0.06, 0.03, 0.02], [0.02, -0.19, -0.07], [-0.02, 0.00, -0.04], [0.06, -0.02, -0.03], [-0.01, 0.02, 0.03], [-0.01, 0.00, 0.01], [0.00, 0.00, 0.00], [0.02, -0.02, -0.05], [-0.09, -0.10, -0.01], [0.00, 0.00, -0.01], [-0.02, 0.00, 0.00], [0.02, 0.01, -0.01], [0.02, -0.03, 0.01], [0.00, 0.00, -0.01], [0.00, 0.00, 0.00], [0.00, -0.01, 0.00], [0.01, 0.00, 0.01], [-0.01, -0.04, 0.00], [0.01, 0.01, -0.02], [0.00, 0.00, 0.00], [0.00, 0.00, 0.00], [0.00, -0.01, 0.00], [0.00, -0.01, -0.01], [0.00, -0.01, 0.01], [0.00, 0.02, 0.01], [0.00, 0.01, 0.00], [0.00, 0.00, 0.00], [0.00, 0.00, 0.00], [-0.01, 0.00, -0.01], [-0.01, 0.02, 0.04], [-0.01, 0.13, -0.02], [0.03, -0.13, 0.02], [-0.04, 0.00, 0.02], [0.10, -0.06, -0.09], [-0.01, 0.05, 0.02], [0.02, -0.01, -0.04], [-0.05, 0.03, 0.02], [-0.11, -0.01, 0.06], [-0.05, 0.06, 0.08], [0.00, 0.01, -0.01], [-0.02, -0.02, -0.01], [0.00, -0.01, 0.00], [0.01, 0.00, 0.00], [0.00, 0.00, 0.00], [0.00, 0.00, 0.00], [-0.04, 0.02, -0.01], [0.09, -0.02, 0.00], [0.00, -0.04, 0.00], [-0.01, -0.04, 0.02], [-0.04, 0.03, 0.08], [0.03, 0.01, -0.05], [-0.01, 0.03, -0.01], [-0.02, -0.02, -0.04], [0.01, -0.01, 0.00], [-0.01, 0.00, 0.00], [0.00, 0.01, 0.02], [0.01, 0.00, 0.00], [0.00, 0.00, 0.01], [-0.01, 0.00, 0.01], [0.00, 0.00, 0.00], [0.00, 0.00, 0.00]], "max_force_ev_per_a": 0.20, "homo_energy_ev": -9.764, "gap_ev": 7.673, "total_charge": 1, "e_above_lowest_kcal_mol": 4.41}

---

# 3
{"formula": "C4H5I", "method": "ωB97M-V with the def2-TZVPD basis set", "symbols": ["C", "C", "C", "C", "I", "H", "H", "H", "H", "H"], "xyz": [[-0.40085, 0.69015, 0.17927], [0.57408, -0.26560, -0.50312], [1.04110, -1.48342, 0.19429], [1.96290, -0.55890, -0.02662], [3.91482, 0.06562, -0.01829], [-0.42897, 0.37260, 1.29441], [-1.38627, 0.42267, -0.25111], [0.06096, 1.68177, 0.03531], [0.51822, -0.44240, -1.58686], [0.72614, -2.37456, 0.51903]], "forces_ev_per_angstrom": [[0.88, -1.58, 0.90], [0.17, -0.20, -0.84], [3.09, 3.76, -0.90], [-1.40, -1.49, 0.74], [-0.33, -0.11, 0.10], [0.08, 0.92, -1.72], [0.34, 1.11, 0.21], [-1.22, 0.01, 0.20], [-0.75, 0.72, 0.12], [-0.86, -3.15, 1.18]], "smiles": "C[C@@H]1C=C1I", "max_force_ev_per_a": 4.95, "homo_energy_ev": -8.854, "gap_ev": 9.371, "e_above_lowest_kcal_mol": 37.32}